The following is a DFT calculation (ωB97M-V/def2-TZVPD) of an isolated ion of composition CH3Br3P and charge +1 in a non-equilibrium geometry.

* 2S+1: 1
* charge: +1
* relative energy (zero: lowest compared OMol25 entry of this formula, charge and spin): 42.0 kcal per mole
* LUMO: -7.535 eV
* HOMO energy: -15.124 eV

Structure (XYZ):
```
8
Properties=species:S:1:pos:R:3:forces:R:3
C -0.5691 0.2489 -0.8454 2.65 2.37 -1.83
P 0.5263 -0.2331 0.5320 -1.30 0.63 1.98
Br 0.4082 -2.3990 0.8479 -0.22 1.28 -0.14
Br 2.6225 0.1775 0.4071 -0.70 0.27 -0.08
Br -0.6157 1.0332 2.7084 1.47 -1.57 -2.64
H -0.6047 1.3118 -1.2726 0.45 -0.72 1.81
H -1.5278 0.0126 -0.5757 -2.43 -1.00 0.69
H -0.2397 -0.1520 -1.8015 0.08 -1.25 0.21
```
Forces are in eV/Å.

Here is what natural (NBO) gives for the atomic charges, in e: -1.00, 0.96, 0.06, 0.10, -0.03, 0.33, 0.28, 0.30